[1]
The following is a DFT calculation (ωB97M-V with the def2-TZVPD basis set) of a cluster of 8 separate species, C29H38I2N9O4 in total.

2S+1 = 1
charge = +1
electronic energy = -2516.59521 Ha

XYZ file:
```
82
Properties=species:S:1:pos:R:3:lowdin_charge:R:1
C -1.50539 1.02136 0.17691 0.218
C -0.64424 0.64265 -0.55959 -0.049
C 0.57087 0.15351 -1.13830 -0.088
C 1.41577 0.96354 -1.90156 -0.007
C 1.05967 2.38801 -2.22549 -0.430
O -0.05602 2.78316 -2.23488 0.213
O 2.10420 3.16624 -2.60548 -0.050
N 3.06199 3.20670 -1.53783 0.091
C 2.57024 0.40631 -2.42912 0.094
C 2.89531 -0.91909 -2.19277 -0.138
C 4.11445 -1.50226 -2.84539 -0.090
C 3.79996 -2.48108 -3.99346 -0.239
O 4.51065 -2.03059 -5.12717 -0.035
N 2.07988 -1.67379 -1.42400 0.075
C 2.45675 -3.07230 -1.10491 -0.144
C 2.92504 -3.23744 0.34237 -0.268
C 4.15632 -2.38898 0.70667 -0.668
I 5.47662 -3.44918 1.99610 0.823
C 0.91800 -1.18195 -0.92769 -0.167
C -0.03105 -2.03995 -0.15144 -0.142
C -1.28497 -2.33877 -0.96503 -0.758
O -2.36834 -2.37656 -0.52569 0.043
I -0.94740 -2.72886 -3.09134 0.885
H -2.25563 1.34960 0.86395 0.028
H 3.92865 2.80200 -1.87604 0.016
H 3.23041 4.19022 -1.36441 0.104
H 3.21598 0.99727 -3.06035 0.141
H 4.67150 -0.68295 -3.29502 0.126
H 4.78562 -1.97856 -2.13665 0.103
H 4.14427 -3.48288 -3.71289 0.112
H 2.72298 -2.55869 -4.17655 0.119
H 4.53412 -2.74120 -5.77409 0.099
H 3.19180 -3.46095 -1.79344 0.092
H 1.56946 -3.68234 -1.24607 0.087
H 3.13101 -4.29579 0.47319 0.066
H 2.13641 -2.97142 1.04567 0.097
H 4.73281 -2.14640 -0.17834 -0.002
H 3.85932 -1.46335 1.18910 0.050
H 0.37329 -3.00923 0.11720 0.108
H -0.32858 -1.53184 0.76060 0.085
C -5.50626 2.05987 2.68147 -0.089
C -4.13249 2.54160 2.69907 -0.287
N -3.04872 2.92259 2.73150 0.133
H -5.53663 1.01652 2.36771 0.076
H -5.93730 2.15441 3.67254 0.058
H -6.09475 2.65826 1.99031 0.084
C 7.05704 0.66263 -0.82307 -0.044
C 6.46751 1.93297 -1.22644 -0.240
N 5.99870 2.94040 -1.51597 0.148
H 7.93346 0.45104 -1.43261 0.093
H 7.35397 0.71227 0.22278 0.094
H 6.33167 -0.13931 -0.94807 0.057
C -4.61506 6.34342 4.05601 -0.071
C -5.61602 5.29328 4.16769 -0.263
N -6.40809 4.46588 4.25555 0.138
H -4.95609 7.10489 3.35830 0.086
H -4.45497 6.80426 5.02539 0.054
H -3.67711 5.92116 3.69697 0.078
C -4.79111 -0.73905 -1.63992 -0.073
C -5.54886 -0.45457 -2.85168 -0.277
N -6.14207 -0.23680 -3.80916 0.133
H -4.40226 0.18791 -1.22046 0.075
H -5.43432 -1.22127 -0.90566 0.086
H -3.96053 -1.40202 -1.85931 0.036
C -2.57304 -3.37996 3.32211 -0.047
C -1.28992 -2.75720 3.02804 -0.241
N -0.27674 -2.26562 2.80307 0.150
H -2.54787 -4.42932 3.03524 0.090
H -2.78115 -3.30597 4.38759 0.091
H -3.36116 -2.87666 2.76526 0.085
C 3.64557 -6.99982 -3.63241 -0.053
C 3.11553 -6.44449 -2.39356 -0.238
N 2.70955 -6.02787 -1.40359 0.169
H 3.08954 -6.60753 -4.48206 0.085
H 4.69720 -6.73815 -3.73493 0.087
H 3.55084 -8.08365 -3.61734 0.092
C -7.92028 8.20593 5.83573 -0.058
C -6.52064 8.61182 5.80336 -0.275
N -5.41827 8.93144 5.77704 0.137
H -8.00845 7.16009 5.54475 0.075
H -8.31599 8.33100 6.84149 0.086
H -8.49741 8.81913 5.14662 0.086
```

---

[2]
The following is a DFT calculation (ωB97M-V with the def2-TZVPD basis set) of a structure of composition C29H38MgN3O5Si.

2S+1 = 1
charge = -1
electronic energy = -2158.17951 Ha

XYZ file:
```
77
Properties=species:S:1:pos:R:3:lowdin_charge:R:1
Mg -0.88717 0.33304 0.53725 0.596
O -2.35959 4.78921 4.54992 0.061
C -2.00769 3.80255 3.68270 -0.285
C -1.09183 2.81307 4.03442 0.063
C -0.79308 1.85057 3.09367 -0.169
N -1.35167 1.86640 1.89046 0.100
C -2.22970 2.80391 1.54653 -0.142
C -2.59759 3.80333 2.42256 0.075
C -2.76584 2.63669 0.11793 -0.590
O -3.63147 3.41918 -0.26658 0.023
O -2.22558 1.65849 -0.49869 -0.123
C 0.15201 0.66134 3.31810 -0.646
O 0.68957 0.56152 4.42188 0.017
O 0.23011 -0.10889 2.30795 -0.129
H -1.86070 4.67387 5.36448 0.102
H -0.61421 2.77913 5.00734 0.124
H -3.31669 4.55553 2.12937 0.129
C -1.86261 -2.81351 4.25736 -0.043
C -2.09873 -3.97145 3.53854 -0.066
C -2.36364 -3.87826 2.18344 -0.018
C -2.38399 -2.62291 1.58445 -0.208
N -2.13914 -1.51073 2.27412 0.127
C -1.88694 -1.60812 3.57534 -0.100
C -2.68319 -2.42935 0.13444 -0.201
C -3.23933 -3.43354 -0.64892 -0.014
C -3.55495 -3.16556 -1.97062 -0.062
C -3.32175 -1.89964 -2.47423 -0.044
C -2.74195 -0.95998 -1.63817 -0.111
N -2.41234 -1.22217 -0.37193 0.094
H -1.64297 -2.83908 5.31641 0.106
H -2.06602 -4.93822 4.02406 0.104
H -2.52362 -4.77520 1.60333 0.099
H -1.67930 -0.68077 4.09624 0.109
H -3.44154 -4.40895 -0.23138 0.099
H -3.98505 -3.93694 -2.59708 0.105
H -3.56695 -1.64272 -3.49585 0.109
H -2.52901 0.04767 -1.97031 0.087
C -0.34080 1.02358 -3.34302 -0.128
C 1.04972 1.28681 -2.74326 -0.628
C 2.09163 0.98303 -3.83004 -0.110
C 1.07915 2.79552 -2.45080 -0.119
Si 1.23423 0.27739 -1.04550 0.840
C 2.77839 1.04743 -0.06394 -0.620
C 4.00508 1.44548 -0.89775 -0.111
C 2.29287 2.30361 0.68079 -0.112
C 3.25778 0.07948 1.03049 -0.114
C 1.71183 -1.59356 -1.52596 -0.631
C 3.14409 -1.83847 -2.02277 -0.108
C 0.76431 -2.12832 -2.60508 -0.122
C 1.47381 -2.47060 -0.28319 -0.119
H -0.45261 1.59497 -4.27707 0.080
H -1.12137 1.35813 -2.65566 0.047
H -0.50627 -0.02985 -3.58284 0.053
H 1.95371 1.66734 -4.68224 0.076
H 1.98884 -0.03385 -4.21616 0.054
H 3.11428 1.10323 -3.47310 0.057
H 0.76311 3.34946 -3.34703 0.079
H 2.07518 3.15038 -2.18422 0.054
H 0.38648 3.05547 -1.64324 0.074
H 3.79101 2.27245 -1.57674 0.054
H 4.39522 0.61488 -1.48900 0.058
H 4.81082 1.77911 -0.22562 0.075
H 1.96153 3.09323 0.00670 0.056
H 3.11080 2.70938 1.29452 0.082
H 1.46598 2.06400 1.35333 0.052
H 3.75403 -0.80074 0.61900 0.055
H 2.43438 -0.24772 1.66889 0.057
H 3.99267 0.59187 1.66946 0.081
H 3.35589 -1.28388 -2.93992 0.060
H 3.28696 -2.90917 -2.24202 0.075
H 3.89138 -1.55942 -1.28117 0.052
H 0.89251 -1.62231 -3.56351 0.053
H -0.28286 -2.02735 -2.30384 0.055
H 0.95969 -3.19940 -2.77088 0.078
H 2.15055 -2.22704 0.53625 0.061
H 1.61778 -3.53230 -0.53828 0.077
H 0.45240 -2.35182 0.09592 0.053
```

---

[3]
The following is a DFT calculation (ωB97M-V with the def2-TZVPD basis set) of a structure of composition C29H38N2OP2RuSi.

2S+1 = 6
charge = +1
⟨S²⟩ = 8.8377
electronic energy = -2379.50843 Ha

XYZ file:
```
74
Properties=species:S:1:pos:R:3:lowdin_spin:R:1
C -0.14729 -4.93113 -1.70262 0.110
C -0.18509 -3.56751 -1.98205 0.009
C -1.43930 -2.93092 -1.92354 0.072
C -2.63225 -3.59556 -1.55366 0.026
C -2.53058 -4.97971 -1.23121 0.086
C -1.30948 -5.62684 -1.32024 0.004
C -3.81591 -2.85478 -1.55205 0.296
C -3.90240 -1.52930 -1.98688 0.025
C -2.70454 -0.89123 -2.38201 0.072
C -2.66450 0.41513 -2.90596 0.010
C -3.87070 1.10871 -3.00484 0.112
C -5.07251 0.51168 -2.58339 0.004
C -5.11119 -0.77910 -2.08908 0.086
H 0.80794 -5.45091 -1.76207 0.007
H -3.42929 -5.51601 -0.91427 0.003
H -1.22568 -6.68476 -1.07432 -0.002
H -4.72961 -3.34484 -1.22006 0.014
H -3.85949 2.12242 -3.40355 0.007
H -5.98779 1.10104 -2.64768 -0.002
H -6.04599 -1.23813 -1.75953 0.003
N -1.54446 -1.60753 -2.27415 0.122
Ru 0.72775 0.32300 -0.44908 1.797
C 1.06454 -2.77812 -2.34467 0.026
H 0.92351 -2.17961 -3.26143 0.001
H 1.87978 -3.48759 -2.54493 0.005
C -1.34829 1.01120 -3.37179 0.031
H -0.77552 0.30430 -3.99559 0.000
H -1.56305 1.89433 -3.98786 0.005
P 1.71061 -1.59074 -1.05299 0.174
P -0.15715 1.60573 -2.04655 0.172
C -1.16567 2.92952 -1.28776 0.045
H -0.63653 3.35172 -0.42493 0.004
H -1.37597 3.72063 -2.02176 0.007
H -2.11176 2.49689 -0.93762 0.001
C 1.04820 2.48584 -3.10229 0.040
H 0.52969 3.03716 -3.89909 0.007
H 1.64369 3.18149 -2.49964 0.000
H 1.72649 1.75123 -3.55499 0.002
C 1.95166 -2.72857 0.35739 0.037
H 2.63265 -3.55077 0.10383 0.006
H 2.35162 -2.17227 1.21318 0.001
H 0.98290 -3.15198 0.64376 0.001
C 3.41566 -1.34386 -1.68121 0.046
H 4.06214 -0.98469 -0.87162 0.000
H 3.82428 -2.27904 -2.08631 0.008
H 3.39271 -0.58915 -2.47617 0.003
C -0.92305 -0.10603 0.19146 0.147
O -1.99246 -0.33014 0.62598 0.078
H -0.76795 -1.24569 -2.79076 0.010
C 3.69629 1.94219 -0.90493 0.039
Si 2.85756 2.30019 0.73210 0.070
C 4.23470 2.27123 1.99935 0.014
C 1.97888 3.94723 0.68195 0.016
N 1.68524 1.03047 1.18950 0.527
C 1.24934 0.78917 2.46561 0.101
C 0.68594 -0.46664 2.81601 0.157
C 0.45933 -0.79735 4.14789 -0.006
C 0.73703 0.12522 5.15566 0.185
C 1.21160 1.40005 4.82637 -0.003
C 1.41809 1.75836 3.50236 0.133
H 4.22943 2.85615 -1.20565 0.004
H 3.01641 1.65885 -1.71879 0.017
H 4.45324 1.15580 -0.79256 0.000
H 5.00746 2.99064 1.69413 0.001
H 3.89989 2.53876 3.00782 0.002
H 4.68441 1.26975 2.04112 0.000
H 1.32589 4.05657 -0.19320 0.001
H 1.37727 4.11174 1.58554 0.000
H 2.74100 4.73863 0.63665 0.001
H 0.48762 -1.19367 2.02376 0.014
H 0.06201 -1.78332 4.37575 -0.003
H 0.58903 -0.14877 6.19897 0.009
H 1.41718 2.13122 5.60943 -0.003
H 1.73838 2.77235 3.24449 0.004
```